(1)
{
  "formula": "C28H45Cl2N2PPtS",
  "method": "ωB97M-V with the def2-TZVPD basis set",
  "species": ["P", "C", "C", "C", "C", "C", "C", "C", "C", "C", "C", "C", "C", "C", "C", "C", "C", "C", "C", "H", "H", "H", "H", "H", "H", "H", "H", "H", "H", "H", "H", "H", "H", "H", "H", "H", "H", "H", "H", "H", "H", "H", "H", "H", "H", "H", "H", "H", "H", "H", "H", "H", "Pt", "Cl", "Cl", "C", "H", "C", "C", "C", "C", "C", "C", "H", "H", "H", "H", "H", "S", "C", "N", "C", "C", "N", "H", "H", "H", "H", "H", "H"],
  "xyz": [[-0.73841, 0.52950, 0.38549], [-1.93545, 0.75993, -1.08278], [-3.00137, 1.86662, -1.00533], [-3.98532, 1.74057, -2.17755], [-3.28263, 1.68011, -3.53916], [-2.17674, 0.62327, -3.55755], [-1.19090, 0.83805, -2.40934], [0.41219, 2.02231, 0.36852], [-0.23379, 3.36339, 0.01573], [0.76001, 4.51850, 0.18497], [2.04344, 4.28662, -0.61954], [2.65923, 2.90917, -0.33504], [1.63473, 1.78146, -0.51064], [-1.86118, 1.06924, 1.78241], [-3.06403, 0.13723, 1.95763], [-4.11177, 0.80082, 2.86706], [-3.51149, 1.17845, 4.22436], [-2.22321, 1.99206, 4.08299], [-1.20552, 1.32890, 3.14335], [-2.46635, -0.20938, -1.05386], [-2.51071, 2.84951, -1.04685], [-3.57076, 1.83659, -0.06309], [-4.68906, 2.57991, -2.14730], [-4.57492, 0.82257, -2.03849], [-4.01630, 1.47047, -4.32559], [-2.84641, 2.66040, -3.76194], [-2.62649, -0.37324, -3.44591], [-1.64160, 0.63821, -4.51265], [-0.40345, 0.07899, -2.46135], [-0.70692, 1.82074, -2.50945], [0.75635, 2.04049, 1.41458], [1.01421, 4.62125, 1.24860], [-1.13215, 3.56824, 0.61358], [-0.55484, 3.34081, -1.03461], [0.28413, 5.45792, -0.12588], [2.77436, 5.07466, -0.40057], [1.80482, 4.35116, -1.68968], [3.52109, 2.72791, -0.99071], [3.02117, 2.88288, 0.70244], [2.09010, 0.81445, -0.27191], [1.32662, 1.73196, -1.56572], [-2.21036, 2.04600, 1.41189], [-3.51885, -0.14276, 0.99551], [-2.73066, -0.80881, 2.41154], [-4.49331, 1.70806, 2.37920], [-4.96191, 0.12257, 3.00427], [-3.28055, 0.25118, 4.76458], [-4.24732, 1.73544, 4.81708], [-1.77368, 2.15869, 5.06705], [-2.47898, 2.97838, 3.67556], [-0.32745, 1.98267, 3.05371], [-0.83029, 0.38733, 3.56741], [0.28876, -1.48634, 0.67839], [1.51389, -0.29618, 2.33969], [-1.65011, -2.34445, -0.37045], [2.19410, -1.82656, 0.12900], [2.87278, -2.12579, 0.95258], [2.81543, -1.74675, -1.14998], [4.15307, -2.23747, -1.36213], [4.80695, -2.01480, -2.56391], [4.18600, -1.29666, -3.60023], [2.87844, -0.82489, -3.42113], [2.18120, -1.08970, -2.24565], [4.63271, -2.76542, -0.53051], [5.81984, -2.38608, -2.71446], [2.39944, -0.24292, -4.20820], [1.13864, -0.79035, -2.10163], [4.71749, -1.09493, -4.53253], [0.37658, -3.71384, 1.88763], [1.50669, -4.85139, 1.33636], [1.27201, -5.83932, 0.43408], [2.14558, -6.99199, 0.65848], [3.15373, -6.47158, 1.67951], [2.71325, -5.09584, 1.90443], [0.36075, -5.90877, -0.00500], [2.64461, -7.28626, -0.26662], [1.57038, -7.84402, 1.04234], [4.16872, -6.48022, 1.27938], [3.12758, -7.05239, 2.60891], [3.02414, -4.52651, 2.68467]],
  "mulliken_spin": [0.135, 0.080, 0.004, 0.000, 0.001, 0.000, 0.002, 0.042, 0.005, 0.001, 0.000, 0.005, 0.044, -0.035, 0.005, 0.003, 0.000, 0.002, 0.033, 0.030, 0.002, 0.001, 0.000, 0.000, 0.000, 0.001, -0.001, 0.000, 0.022, 0.002, 0.008, 0.000, -0.001, 0.001, 0.000, 0.000, 0.000, 0.000, 0.001, -0.023, 0.005, -0.001, -0.007, 0.013, -0.002, 0.000, 0.001, 0.000, 0.000, -0.001, -0.004, 0.002, 1.342, 0.430, 0.319, 0.986, -0.023, -0.087, 0.197, -0.111, 0.219, -0.119, 0.139, 0.010, -0.004, -0.005, 0.074, 0.016, 0.141, 0.042, 0.022, 0.000, 0.002, 0.031, -0.002, 0.001, 0.001, 0.001, 0.000, 0.000],
  "orbital_gap_ev": [6.32, 5.72],
  "s_squared": 6.052,
  "spin_multiplicity": 5
}



(2)
{
  "formula": "C28H45F3O24",
  "method": "ωB97M-V with the def2-TZVPD basis set",
  "species": ["C", "C", "O", "C", "O", "O", "H", "H", "H", "H", "C", "C", "O", "C", "O", "O", "C", "H", "H", "H", "H", "H", "H", "H", "H", "C", "C", "O", "C", "O", "O", "C", "H", "H", "H", "H", "H", "H", "H", "H", "C", "C", "O", "C", "O", "O", "C", "H", "H", "H", "H", "H", "H", "H", "H", "C", "C", "O", "C", "O", "O", "C", "H", "H", "H", "H", "H", "H", "H", "H", "C", "C", "O", "C", "O", "O", "F", "H", "H", "H", "C", "C", "O", "C", "O", "O", "F", "H", "H", "H", "C", "C", "O", "C", "O", "O", "F", "H", "H", "H"],
  "xyz": [[-3.32252, -0.29555, 1.93411], [-4.50417, -1.17844, 2.40055], [-5.51247, -0.80689, 1.55679], [-5.14236, 0.18765, 0.72061], [-5.84780, 0.74710, -0.10210], [-3.89145, 0.54422, 0.98532], [-2.48195, -0.89820, 1.59006], [-2.94061, 0.37367, 2.70508], [-4.68425, -1.19559, 3.47543], [-4.20602, -2.19905, 2.16065], [-2.22666, -2.36192, -0.60894], [-2.07742, -3.21753, 0.61167], [-2.48026, -2.46835, 1.82472], [-1.76040, -2.58774, 2.89337], [-0.80765, -3.32537, 3.15551], [-2.30575, -1.85471, 3.81630], [-1.96208, -1.55071, 5.11099], [-3.27767, -2.22968, -0.86586], [-1.72593, -2.71309, -1.51119], [-1.92889, -1.32943, -0.42621], [-1.01879, -3.39765, 0.79859], [-2.49789, -4.21801, 0.50998], [-2.55441, -0.77164, 5.59088], [-0.95970, -1.12398, 5.14627], [-1.81309, -2.41103, 5.76348], [2.72206, 2.36287, 2.69851], [1.21387, 2.64089, 2.59340], [0.90484, 2.85341, 1.21720], [-0.19841, 3.46368, 0.82955], [-1.21486, 3.54926, 1.51457], [-0.06438, 3.84314, -0.46280], [-1.16198, 4.54214, -1.08523], [3.28002, 3.28465, 2.53397], [3.03886, 1.58081, 2.00850], [3.05871, 2.01208, 3.67406], [0.76773, 3.29203, 3.34511], [0.70891, 1.69823, 2.80439], [-1.02136, 5.60547, -0.89121], [-2.09937, 4.15934, -0.68165], [-0.98329, 4.32063, -2.13743], [0.19705, -1.01451, -2.67186], [0.87232, -1.61451, -1.39566], [2.26163, -1.63564, -1.48430], [2.90120, -2.66502, -2.10231], [2.40358, -3.73576, -2.49898], [4.20022, -2.30226, -2.19581], [5.11587, -2.98048, -3.11289], [0.79953, -0.17924, -3.02885], [-0.79435, -0.63318, -2.42729], [0.28664, -1.71330, -3.50359], [0.56591, -2.58976, -1.01737], [0.57829, -1.01424, -0.53466], [4.85881, -4.03293, -2.99305], [6.12236, -2.67239, -2.82978], [4.87190, -2.86785, -4.16926], [1.42492, 2.43309, -0.90122], [2.88799, 2.53259, -0.56935], [3.48298, 1.35178, -1.05421], [4.80263, 1.30613, -1.53606], [5.59820, 2.25649, -1.50011], [4.94387, 0.12253, -2.12785], [5.75856, -0.11628, -3.24859], [1.22621, 2.58470, -1.96218], [0.87355, 3.27720, -0.48701], [0.90718, 1.51637, -0.61896], [3.11561, 2.59449, 0.49483], [3.36443, 3.38887, -1.04672], [5.43156, 0.50900, -4.07937], [5.78672, -1.19869, -3.37393], [6.71824, 0.34277, -3.01113], [-3.99429, -0.25043, -3.49180], [-3.32070, -0.35505, -2.05251], [-1.92776, -0.68112, -2.34064], [-1.92602, -1.29856, -3.54037], [-0.96708, -1.97329, -3.96368], [-3.14162, -1.05408, -4.25588], [-3.81481, -1.40044, -1.33804], [-4.24101, 0.76852, -3.79007], [-4.93369, -0.80225, -3.45854], [-3.25501, 0.56417, -1.47044], [0.84423, 0.38686, 3.20413], [1.24107, -1.11739, 3.31661], [1.93084, -1.31585, 2.14270], [1.78997, -0.26672, 1.31660], [2.41136, -0.13530, 0.25224], [0.99198, 0.63018, 1.84557], [0.09644, -1.79871, 3.30218], [1.49470, 1.06836, 3.75234], [-0.19272, 0.55311, 3.49605], [1.81392, -1.43114, 4.18924], [-1.31344, 1.12738, 0.55432], [-0.10912, 0.50404, -0.14650], [-0.16903, 1.00068, -1.37394], [-1.43277, 1.49666, -1.63069], [-1.85565, 1.72412, -2.76979], [-2.15914, 1.54693, -0.52714], [-0.35006, -0.81959, -0.06607], [-1.04260, 2.00070, 1.14764], [-1.88534, 0.40750, 1.13983], [0.83259, 0.74399, 0.34715]],
  "lowdin_charge": [-0.154, -0.104, 0.105, -0.527, 0.141, 0.065, 0.087, 0.146, 0.140, 0.130, -0.028, -0.069, -0.080, -0.603, 0.118, -0.006, -0.037, -0.048, 0.126, 0.089, 0.115, 0.139, 0.109, 0.079, 0.112, -0.001, -0.156, 0.002, -0.516, 0.138, -0.023, 0.057, 0.109, 0.092, 0.099, 0.160, 0.008, 0.110, 0.108, 0.114, -0.035, -0.156, 0.021, -0.489, 0.083, -0.035, -0.046, 0.123, -0.078, 0.055, 0.140, -0.094, 0.093, 0.095, 0.106, -0.047, -0.154, -0.026, -0.469, 0.084, -0.021, -0.029, 0.140, -0.095, 0.024, 0.086, 0.130, 0.110, 0.031, 0.098, -0.042, -0.160, -0.060, -0.344, 0.127, 0.080, 0.099, 0.139, 0.139, 0.139, -0.092, -0.226, 0.220, -0.479, 0.181, -0.084, -0.004, 0.122, 0.173, 0.188, 0.026, -0.348, 0.047, -0.475, 0.172, 0.090, 0.081, 0.093, 0.096, 0.112],
  "orbital_gap_ev": 6.64,
  "e_above_lowest_kcal_mol": 929.8
}



(3)
{
  "formula": "C28H45N2O3OsP3",
  "method": "ωB97M-V with the def2-TZVPD basis set",
  "species": ["P", "C", "H", "H", "H", "C", "H", "H", "H", "C", "H", "H", "H", "P", "C", "H", "H", "H", "C", "H", "H", "H", "C", "H", "H", "H", "P", "C", "H", "H", "H", "C", "H", "H", "H", "C", "H", "H", "H", "Os", "C", "O", "C", "O", "C", "C", "C", "C", "C", "C", "H", "H", "H", "H", "H", "H", "C", "N", "N", "C", "O", "C", "C", "C", "C", "C", "C", "C", "C", "C", "H", "H", "H", "H", "H", "H", "H", "H", "H", "H", "H", "H"],
  "xyz": [[2.43851, -0.65687, -0.16576], [2.88744, -0.87212, 1.57885], [3.93425, -1.19791, 1.65805], [2.21892, -1.61617, 2.03185], [2.75507, 0.07673, 2.11030], [3.03219, -2.23451, -0.87034], [3.20234, -2.14984, -1.94824], [2.24271, -2.98401, -0.70173], [3.94778, -2.55912, -0.35556], [3.48640, 0.75343, -0.67056], [4.55216, 0.49076, -0.66905], [3.30836, 1.56053, 0.05556], [3.18815, 1.11336, -1.66292], [-0.74478, 2.93907, -0.88823], [-0.84741, 3.63843, 0.77874], [-1.16387, 4.68873, 0.71470], [0.12461, 3.57299, 1.28285], [-1.58924, 3.07017, 1.35460], [0.58104, 3.93614, -1.65600], [0.50492, 3.91384, -2.74984], [1.54863, 3.50710, -1.35968], [0.51703, 4.97142, -1.28924], [-2.35601, 3.47279, -1.58734], [-2.26735, 4.46444, -2.05227], [-3.08772, 3.51512, -0.76788], [-2.71794, 2.74994, -2.32507], [-2.05125, -2.17010, -0.36224], [-2.60223, -2.35183, 1.34343], [-3.19203, -3.27782, 1.44264], [-3.21294, -1.47986, 1.61398], [-1.72148, -2.38667, 2.00636], [-3.61070, -2.30222, -1.29525], [-4.23900, -3.06463, -0.82185], [-3.44778, -2.54927, -2.34574], [-4.13337, -1.33928, -1.25893], [-0.97670, -3.61577, -0.61537], [-1.58054, -4.52803, -0.69930], [-0.31830, -3.68576, 0.26257], [-0.34645, -3.50418, -1.50548], [-0.25785, 0.16936, -1.30175], [0.23738, 0.54775, 0.50789], [0.33932, 0.84750, 1.64500], [-1.95807, 0.35584, -0.50014], [-2.97769, 0.72862, -0.01625], [-1.43837, 0.03374, -3.17904], [-0.87418, -1.23938, -3.00361], [0.51186, -1.41272, -3.03907], [1.34658, -0.30209, -3.10692], [0.79645, 0.98818, -3.14429], [-0.60064, 1.14582, -3.27765], [-2.51209, 0.15471, -3.19081], [-1.54005, -2.08764, -2.90096], [0.90895, -2.42649, -3.00338], [2.42752, -0.41259, -3.09430], [1.45658, 1.85362, -3.18516], [-1.06438, 2.11409, -3.42616], [-0.19359, 0.07013, 7.18690], [0.36544, -0.68827, 6.09303], [-0.28547, -0.80526, 4.91698], [0.39885, -1.71396, 4.10228], [0.00962, -2.01417, 2.95312], [1.54535, -2.09992, 4.88297], [1.47131, -1.45945, 6.08603], [2.37110, -1.55996, 7.26429], [-1.63735, -0.37415, 4.77182], [-1.89594, 0.99921, 4.69731], [-3.21054, 1.45414, 4.77628], [-4.25878, 0.52986, 4.88464], [-3.99256, -0.84352, 4.89242], [-2.67847, -1.29935, 4.82309], [-0.31082, 1.12190, 6.90257], [0.50483, 0.00265, 8.02511], [-1.16913, -0.33681, 7.49525], [2.27441, -2.82908, 4.58333], [2.73933, -0.56954, 7.57357], [1.85528, -2.05252, 8.10423], [3.23673, -2.18506, 6.99557], [-1.04331, 1.67367, 4.59709], [-3.41982, 2.52383, 4.77139], [-5.29049, 0.88152, 4.97085], [-4.79535, -1.57453, 4.97159], [-2.44511, -2.36669, 4.83037]],
  "mulliken_spin": [0.420, 0.044, 0.016, -0.011, -0.002, 0.033, -0.002, 0.000, 0.016, 0.053, 0.018, -0.005, -0.004, 0.343, 0.027, 0.019, -0.007, -0.006, 0.039, -0.006, 0.002, 0.012, 0.041, 0.006, -0.003, -0.001, 0.396, 0.059, 0.021, 0.000, -0.026, 0.040, 0.019, -0.001, 0.000, 0.023, 0.012, -0.003, -0.001, 1.014, 0.038, -0.011, 0.003, -0.010, 0.036, 0.059, 0.050, 0.089, 0.021, 0.023, 0.008, 0.032, 0.020, 0.012, 0.011, 0.019, 0.003, 0.353, 0.130, 0.018, 0.350, 0.192, -0.081, 0.011, 0.000, 0.000, -0.002, 0.004, -0.002, 0.016, 0.012, 0.004, 0.018, -0.003, -0.005, -0.007, -0.001, 0.000, 0.000, 0.000, 0.000, -0.001],
  "total_charge": 4,
  "orbital_gap_ev": [6.79, 5.72],
  "s_squared": 6.063,
  "spin_multiplicity": 5,
  "e_above_lowest_kcal_mol": 2.0
}



Here are the calculated E_tot numbers, same order: -81160.6228, -87018.2016, -69180.3910 (eV).